280
Properties=species:S:1:pos:R:3:forces:R:3:lowdin_charge:R:1 method="wB97M-V/def2-TZVPD" multiplicity=1 max_force_ha_per_bohr=0.091 lumo_energy_ev=-1.6 total_charge=0 homo_energy_ha=-0.32147 homo_lumo_gap_ev=7.1
Cl 4.677354 2.916831 -0.095986 -0.143 0.500 -0.498 0.63
C 3.940824 1.355071 0.256024 0.634 -0.699 0.743 -0.66
C 5.104594 0.497611 0.776534 -0.435 -0.238 -0.197 -0.66
Cl 4.451774 -1.115969 1.188494 0.002 -0.268 0.003 0.56
H 3.482764 0.892631 -0.618296 0.228 0.217 -0.160 0.06
H 3.152274 1.473061 0.999234 0.175 0.069 0.058 0.04
H 5.609604 0.853111 1.674684 -0.406 0.327 -0.083 0.07
H 5.863024 0.390181 0.001074 -0.150 -0.146 -0.004 0.06
Cl 2.758254 -4.632729 -3.082466 -0.055 -0.094 0.021 0.54
C 2.439414 -5.350669 -4.714866 0.884 0.430 0.734 -0.61
C 2.411734 -4.233409 -5.742326 -0.192 -0.355 -0.361 -0.65
Cl 0.988034 -3.265569 -5.410586 -1.039 0.805 0.023 0.58
H 1.488574 -5.872579 -4.607086 0.121 0.054 -0.380 0.04
H 3.278014 -6.039459 -4.816966 -0.224 -0.031 -0.478 0.07
H 2.263524 -4.605519 -6.756066 0.177 -0.272 0.097 0.07
H 3.228734 -3.512059 -5.758316 0.311 -0.552 0.352 0.03
Cl -1.616176 2.477431 -4.122466 0.499 0.442 0.289 0.63
C -2.927366 1.448821 -4.673406 0.431 -1.317 -0.918 -0.64
C -2.315836 0.343051 -5.618236 -0.799 1.076 0.559 -0.64
Cl -3.678856 -0.573139 -6.313076 0.007 -0.280 0.079 0.54
H -3.672916 2.089751 -5.143996 0.099 -0.307 -0.127 0.07
H -3.345576 0.931851 -3.809726 -0.117 0.213 -0.046 0.05
H -1.681936 -0.308029 -5.016266 -0.111 -0.090 -0.147 0.06
H -1.757766 0.729811 -6.470926 -0.021 0.229 0.310 0.06
Cl 6.577774 -5.369529 3.069574 0.099 -0.215 0.229 0.55
C 5.418364 -5.166079 1.752284 -0.531 0.541 -0.583 -0.67
C 3.951514 -5.267719 2.176264 0.940 -0.199 0.016 -0.62
Cl 3.426494 -4.088159 3.414584 0.150 0.148 -0.077 0.58
H 5.569254 -5.928829 0.988384 0.065 -0.240 0.279 0.05
H 5.671974 -4.225169 1.263944 -0.251 0.163 0.233 0.05
H 3.821894 -6.245159 2.640944 -0.398 0.056 -0.279 0.05
H 3.345624 -5.099809 1.285874 -0.178 -0.244 0.198 0.07
Cl -5.341226 -3.990289 7.126864 -0.028 0.033 0.123 0.57
C -4.250816 -2.654349 6.740824 0.115 1.555 -0.895 -0.68
C -4.895496 -1.264419 7.063654 -0.095 -1.856 -0.061 -0.61
Cl -3.667956 0.007521 6.785174 -0.399 -0.253 0.490 0.60
H -4.078586 -2.632109 5.664744 -0.020 -0.357 -0.045 0.04
H -3.272996 -2.783189 7.204904 -0.279 -0.079 0.391 0.04
H -5.327086 -1.340889 8.061634 0.580 0.742 0.306 0.07
H -5.756866 -1.116529 6.412304 0.294 0.195 -0.270 0.07
Cl -1.314066 -0.518459 9.993014 -0.028 1.273 -0.853 0.60
C -1.152286 -2.139759 10.520554 -0.213 -2.387 0.700 -0.72
C -0.020446 -2.960859 9.854584 0.120 1.944 0.691 -0.58
Cl -0.241776 -3.042949 8.079664 0.110 -0.447 0.799 0.64
H -2.097126 -2.671439 10.407934 -0.119 0.182 -0.160 0.07
H -0.981826 -2.054249 11.593744 0.284 -0.401 0.003 0.07
H 0.206384 -3.914269 10.331724 -0.667 -0.192 -0.360 0.06
H 0.841424 -2.335769 10.088114 0.446 -0.129 -0.670 0.07
Cl 4.715444 -0.917339 -5.510506 -0.708 0.987 0.168 0.50
C 3.247104 0.214701 -5.380106 0.448 0.008 -0.425 -0.58
C 3.534644 1.463491 -4.570576 0.504 -0.190 0.892 -0.58
Cl 2.002854 2.359701 -4.081906 1.119 -0.725 -0.502 0.57
H 2.492674 -0.441059 -4.945476 -0.151 0.410 -0.279 0.03
H 3.063404 0.592831 -6.385776 -0.434 -0.819 -0.076 0.07
H 4.184464 2.149411 -5.114036 -0.343 0.059 -0.060 0.07
H 4.086064 1.173831 -3.676076 -0.359 0.261 0.280 0.06
Cl 3.086164 0.958751 4.244384 0.429 1.303 0.080 0.65
C 2.599084 -0.644919 4.672554 -0.631 -1.295 1.852 -0.63
C 2.454724 -0.968379 6.279664 -0.204 -0.145 -1.906 -0.55
Cl 1.088444 -0.140539 7.083984 0.223 0.468 -0.333 0.56
H 3.291324 -1.298119 4.141304 0.143 -0.295 0.622 0.01
H 1.639254 -0.795899 4.178564 -0.107 -0.127 0.468 0.03
H 3.310484 -0.801059 6.933714 0.208 0.222 -0.645 0.06
H 2.177714 -2.020079 6.352404 0.182 -0.086 -0.196 0.03
C 0.397184 10.111591 5.523144 1.629 0.477 -0.516 -0.08
C 1.733274 9.792941 5.292484 0.450 -1.412 0.698 -0.05
C 2.160864 8.455821 5.346274 -1.384 0.597 -0.195 0.01
C 1.182844 7.460861 5.514794 0.173 -0.877 0.388 -0.06
C -0.185056 7.782761 5.702154 -0.458 0.841 0.146 -0.07
C -0.556656 9.129521 5.663974 0.035 0.418 0.441 -0.03
C -1.289016 6.774271 5.973374 0.354 -1.414 -1.334 -0.25
O -2.468996 7.026881 6.183854 1.765 0.077 0.000 0.09
C -0.804836 5.326341 5.715594 -0.569 -0.391 -0.007 -0.05
C -1.775266 4.299241 5.579084 0.851 -0.499 -0.943 0.01
C -1.411506 2.983951 5.211544 0.242 0.643 0.409 -0.03
C -0.065696 2.627021 5.100354 -0.180 0.852 0.728 -0.09
C 0.874024 3.618191 5.276104 0.461 0.966 0.172 -0.03
C 0.560074 4.980381 5.512254 -1.187 -0.951 0.299 -0.08
C 1.633824 5.997611 5.524994 -0.284 0.896 -0.342 -0.29
O 2.805904 5.712001 5.435824 0.080 -0.049 0.136 0.11
H 0.251634 11.179461 5.592934 -0.899 0.021 -0.083 0.11
H 2.517524 10.529321 5.197144 -0.236 0.369 -0.088 0.11
H 3.218874 8.251641 5.273254 -0.098 -0.463 -0.120 0.12
H -1.565046 9.491371 5.800424 -0.278 -0.601 0.120 0.12
H -2.834046 4.512191 5.574874 0.007 0.357 0.376 0.10
H -2.177436 2.240901 5.045354 -0.208 -0.001 -0.005 0.08
H 0.344374 1.632671 5.002814 -0.556 -0.188 -0.355 0.04
H 1.907664 3.310541 5.218324 0.195 0.344 -0.033 0.08
C 0.204494 -10.157679 -1.897076 0.471 0.430 0.213 -0.07
C 0.404174 -9.349569 -0.772906 0.191 -1.140 -1.534 -0.05
C 1.693164 -8.902229 -0.528326 -1.182 1.823 1.778 0.00
C 2.793434 -9.117329 -1.322466 -0.791 -0.483 -1.119 -0.10
C 2.568454 -9.962629 -2.401366 0.142 -1.505 -1.956 -0.06
C 1.285954 -10.483499 -2.701746 0.250 0.267 0.720 -0.02
C 3.712284 -10.478919 -3.293706 0.399 -0.276 0.457 -0.25
O 3.541484 -11.296259 -4.182856 -0.003 0.936 0.712 0.10
C 5.102844 -10.026349 -2.886866 1.016 0.503 0.388 -0.05
C 6.290594 -10.603789 -3.424056 -1.210 -0.330 0.631 -0.01
C 7.553604 -10.298729 -2.955406 -0.174 0.164 1.430 -0.06
C 7.709834 -9.372389 -1.904806 -1.283 -0.138 -1.196 -0.04
C 6.563004 -8.691049 -1.448156 1.698 -1.154 0.564 -0.01
C 5.284704 -9.063549 -1.844046 -0.896 0.593 -0.721 -0.07
C 4.093934 -8.459589 -1.098746 1.256 0.741 3.222 -0.20
O 4.233714 -7.648759 -0.137036 -0.236 -2.010 -3.200 0.06
H -0.804786 -10.461929 -2.131966 0.012 -0.278 -0.150 0.11
H -0.519146 -9.149429 -0.249616 0.518 0.479 0.730 0.09
H 1.787734 -8.209429 0.294764 0.374 0.033 0.218 0.11
H 1.108884 -11.165789 -3.519996 0.474 0.060 -0.218 0.12
H 6.253574 -11.506219 -4.016206 -0.538 0.246 -0.558 0.12
H 8.336044 -10.991499 -3.227906 0.363 0.357 -0.216 0.11
H 8.662894 -9.223889 -1.418986 0.047 0.150 -0.102 0.11
H 6.797954 -8.085289 -0.585446 -0.834 0.498 -0.003 0.11
C 1.863004 6.057441 -6.445616 -0.072 -0.833 1.622 -0.06
C 0.762114 5.358131 -5.873316 0.531 1.434 -2.295 -0.03
C -0.476806 5.674061 -6.442326 0.781 -0.109 2.056 0.00
C -0.678596 6.734151 -7.344026 0.841 -1.390 0.324 -0.09
C 0.438044 7.339221 -7.921666 0.680 0.392 0.035 -0.08
C 1.700854 6.981581 -7.428856 -0.635 1.240 -0.477 -0.03
C 0.380084 8.287251 -9.107796 0.381 -0.061 -1.487 -0.23
O 1.362894 8.906861 -9.546306 -2.153 -1.174 1.247 0.08
C -0.956946 8.198731 -9.886146 0.494 -0.125 1.222 -0.05
C -1.075246 8.787821 -11.171386 -1.744 -1.111 0.708 -0.01
C -2.322416 8.676091 -11.794556 0.149 0.563 0.133 -0.06
C -3.453606 8.090911 -11.188526 1.386 0.531 -1.739 -0.07
C -3.286206 7.540891 -9.973426 0.296 -0.974 2.979 -0.03
C -2.068856 7.523191 -9.241976 0.663 2.229 -2.478 -0.04
C -2.020676 6.948271 -7.852796 -0.343 0.225 -2.064 -0.32
O -3.042306 6.561201 -7.354516 -0.431 -0.231 0.906 0.13
H 2.878904 6.007931 -6.082446 0.051 -0.590 0.337 0.11
H 0.808204 4.593601 -5.111886 0.312 0.118 -0.003 0.04
H -1.208806 5.089241 -5.905136 -1.155 0.410 -0.751 0.10
H 2.554234 7.571751 -7.728566 0.075 -0.134 -0.406 0.12
H -0.326876 9.291931 -11.764856 0.527 -0.070 0.684 0.11
H -2.372586 9.185601 -12.745496 -0.412 -0.234 -0.282 0.10
H -4.389396 7.992081 -11.718546 -0.072 0.262 0.031 0.11
H -4.127886 7.137061 -9.430386 -0.187 -0.260 -0.105 0.12
C -0.696356 -8.181789 -4.542586 -1.398 -0.700 -0.143 -0.05
C -0.882386 -7.272029 -3.493126 0.912 -1.424 -0.791 -0.08
C -1.948186 -6.448779 -3.536006 -1.090 1.357 0.290 -0.01
C -2.885766 -6.427899 -4.597406 0.590 -0.110 1.470 -0.06
C -2.769906 -7.402919 -5.576096 0.463 0.481 -0.039 -0.09
C -1.648206 -8.260669 -5.561286 -0.207 0.252 0.291 0.02
C -3.802346 -7.450139 -6.634326 -0.229 -0.779 -2.214 -0.24
O -3.676756 -8.209059 -7.607856 -0.357 1.173 1.757 0.08
C -4.988986 -6.486869 -6.569876 -0.222 -0.174 -0.112 -0.07
C -6.030096 -6.639039 -7.523976 1.048 0.518 0.722 -0.01
C -7.099006 -5.761899 -7.518646 0.398 -0.308 0.699 -0.07
C -7.180566 -4.720769 -6.566306 1.441 -0.356 -0.281 -0.05
C -6.160616 -4.520109 -5.596476 -0.334 -1.890 -1.880 0.03
C -5.048926 -5.467879 -5.608716 -1.012 1.018 0.806 -0.06
C -3.977406 -5.402899 -4.534996 -0.461 1.462 0.211 -0.25
O -3.973316 -4.505039 -3.684366 -0.022 -1.579 -1.246 0.08
H -0.051656 -9.038759 -4.414616 0.653 0.373 -0.291 0.08
H -0.222346 -7.314099 -2.639326 0.036 0.175 0.096 0.10
H -2.077566 -5.834829 -2.656956 -0.361 0.504 -0.236 0.11
H -1.576886 -9.028749 -6.317166 -0.022 -0.009 -0.085 0.12
H -5.890576 -7.399169 -8.278396 -0.219 -0.126 0.019 0.11
H -7.886406 -5.951729 -8.233046 -0.136 0.369 -0.073 0.10
H -7.982206 -4.018439 -6.740956 -0.123 0.151 0.611 0.10
H -6.331116 -3.680279 -4.939196 0.747 -0.180 0.374 0.11
C -2.889776 -2.108109 -1.403116 1.809 1.033 -0.137 -0.04
C -3.126616 -2.990059 -0.373296 -1.256 0.316 -0.064 -0.05
C -3.563766 -2.481239 0.836664 0.370 -0.013 0.211 0.00
C -3.564306 -1.107549 1.094214 0.205 0.128 -1.254 -0.08
C -3.182596 -0.192859 0.057914 -0.278 -0.426 0.847 -0.06
C -2.825486 -0.716459 -1.176296 0.073 -0.868 0.356 -0.01
C -3.198006 1.310441 0.302394 -0.921 -1.093 0.478 -0.27
O -2.683236 2.084861 -0.462126 0.115 0.285 -0.228 0.10
C -3.972696 1.732071 1.528114 0.347 0.164 1.098 -0.06
C -4.237776 3.090651 1.757774 1.039 -0.149 -0.853 -0.01
C -4.613616 3.620941 2.980144 -1.500 -1.965 0.458 -0.04
C -4.953646 2.698741 4.025914 1.887 0.562 -2.048 -0.03
C -4.754566 1.321731 3.777024 -0.364 0.740 0.754 -0.03
C -4.243566 0.820631 2.574154 -0.121 0.481 -0.104 -0.08
C -3.997726 -0.641589 2.411714 -1.422 -2.158 2.762 -0.24
O -4.255466 -1.496499 3.324884 0.836 2.888 -2.425 0.04
H -2.430186 -2.447669 -2.319556 -0.443 -0.265 -0.308 0.10
H -3.153326 -4.062349 -0.499306 0.238 -0.047 -0.278 0.11
H -3.881266 -3.213709 1.564044 0.026 0.382 0.481 0.12
H -2.321526 -0.098889 -1.905016 -0.468 0.279 -0.200 0.10
H -3.953656 3.709391 0.919414 -0.112 0.460 0.067 0.11
H -4.854246 4.667191 3.097934 0.444 0.135 0.027 0.10
H -5.081976 3.184661 4.981854 -0.670 -0.700 0.367 0.10
H -4.984826 0.627291 4.571464 0.117 -0.144 -0.078 0.06
C 2.622334 10.323801 -5.320906 -1.225 0.199 0.518 -0.06
C 3.615364 9.982831 -4.470676 1.434 -0.736 0.817 -0.08
C 3.424904 9.015171 -3.482116 -0.991 0.217 0.516 0.01
C 2.131234 8.499041 -3.195826 1.327 0.183 -0.097 -0.06
C 1.066624 8.918291 -4.017156 0.613 -0.742 0.795 -0.10
C 1.383604 9.758511 -5.050206 -1.368 0.925 -1.773 -0.02
C -0.321616 8.415801 -3.774336 -2.702 0.141 -0.484 -0.22
O -1.361156 8.936581 -4.245446 2.990 -1.091 0.916 0.07
C -0.451386 7.151821 -2.912076 2.551 1.589 -0.045 -0.09
C -1.567646 6.400091 -2.960946 -2.695 -0.521 0.154 -0.03
C -1.724046 5.262971 -2.187326 1.068 -0.116 -0.218 -0.08
C -0.636576 4.840991 -1.459256 -0.071 -1.135 0.909 -0.07
C 0.563574 5.534471 -1.397366 -0.459 1.040 0.048 0.00
C 0.632144 6.736711 -2.082656 0.938 0.518 -0.720 -0.06
C 1.967744 7.505301 -2.066886 0.102 -0.169 0.084 -0.24
O 2.879494 7.297681 -1.269926 -1.504 0.031 -0.995 0.09
H 2.749474 11.130451 -6.027686 -0.114 -0.281 -0.357 0.12
H 4.584854 10.449071 -4.566176 0.197 -0.074 0.024 0.11
H 4.277924 8.779081 -2.863236 -0.183 -0.332 0.209 0.11
H 0.581904 10.009541 -5.728926 -0.322 0.136 0.027 0.12
H -2.463506 6.698091 -3.485376 0.269 0.456 -0.556 0.13
H -2.601886 4.634021 -2.202216 -0.173 0.249 -0.036 0.10
H -0.799696 3.936531 -0.892036 0.321 -0.188 0.231 0.09
H 1.401454 5.293641 -0.759896 0.018 -0.452 -0.008 0.11
C -2.888796 8.990691 2.877204 0.713 0.426 -0.250 -0.08
C -1.932256 10.026961 2.749114 0.613 -0.634 -0.748 -0.05
C -0.621386 9.764711 2.277684 -0.933 0.031 1.003 0.00
C -0.152806 8.450831 2.077874 -1.440 -0.245 -0.367 -0.08
C -1.096336 7.428771 2.210254 -3.325 -0.182 0.376 -0.05
C -2.516736 7.727211 2.553094 3.080 -0.913 -0.675 0.01
C -0.787896 5.981531 2.011634 -0.819 -2.084 -0.021 -0.23
O -1.669826 5.067791 1.967504 2.839 3.015 0.062 0.05
C 0.717054 5.692471 1.971424 -1.777 -2.092 0.570 -0.08
C 1.097804 4.317281 2.145274 2.798 1.306 0.176 0.04
C 2.511804 4.030561 2.228564 -3.030 0.287 -0.243 -0.06
C 3.415634 5.066481 2.108754 0.794 -1.502 0.366 -0.11
C 3.000104 6.331801 1.949634 -0.592 2.698 -0.405 -0.02
C 1.653894 6.722111 1.902804 0.597 -1.742 -0.623 -0.10
C 1.265004 8.123981 1.686824 -1.260 -0.224 1.789 -0.31
O 2.042644 8.995551 1.452764 1.122 1.088 -0.738 0.14
H -3.921296 9.056031 3.187174 -0.005 0.896 0.099 0.11
H -2.216006 11.052351 2.934714 0.029 0.081 0.109 0.10
H 0.065764 10.595341 2.212154 0.120 -0.013 -0.204 0.11
H -3.272426 6.955701 2.563234 0.395 -0.387 0.040 0.10
H 0.445014 3.480831 2.346824 -0.585 0.332 -0.329 0.09
H 2.758314 2.990851 2.385554 0.402 0.099 0.081 0.04
H 4.482494 4.907721 2.163594 0.036 -0.286 0.001 0.10
H 3.741964 7.108601 1.837214 0.021 0.176 0.017 0.13
C 1.507174 -6.244209 9.090064 0.309 0.088 0.147 -0.09
C 2.682674 -6.353349 8.402994 -0.357 -0.312 -2.869 -0.03
C 2.582564 -6.637759 6.989244 1.157 0.875 1.834 0.02
C 1.367504 -6.654209 6.348874 -0.205 -1.239 -1.900 -0.09
C 0.184774 -6.540239 7.059094 -0.290 0.317 1.101 -0.13
C 0.291524 -6.358749 8.424564 -0.616 0.222 0.901 -0.04
C -1.180556 -6.567459 6.462044 -1.959 0.249 -0.029 -0.27
O -2.211226 -6.390349 7.133794 2.141 -0.354 -1.243 0.07
C -1.267666 -6.813569 4.963564 0.988 -1.703 -1.045 -0.05
C -2.528956 -6.975099 4.312534 0.407 0.949 0.566 0.00
C -2.631626 -7.235189 2.961824 2.125 -1.565 -0.395 -0.04
C -1.437526 -7.596529 2.272824 -0.918 0.593 0.206 -0.06
C -0.187076 -7.522559 2.848264 0.057 0.536 1.295 -0.01
C -0.058766 -7.172389 4.221894 -1.851 1.020 0.184 -0.06
C 1.292824 -7.074479 4.867494 1.269 0.055 0.295 -0.25
O 2.323584 -7.364679 4.269884 -1.262 0.287 0.369 0.08
H 1.649384 -6.040849 10.141174 -0.792 -0.014 0.260 0.11
H 3.632244 -6.159509 8.879594 0.109 -0.310 -0.074 0.11
H 3.504624 -6.767999 6.442204 -0.102 -0.051 -0.310 0.12
H -0.624096 -6.261339 8.988964 -0.151 -0.009 0.014 0.12
H -3.447086 -6.852419 4.867864 0.099 0.227 0.355 0.12
H -3.544226 -7.419879 2.414614 -0.332 0.359 0.375 0.11
H -1.534636 -7.943039 1.254534 0.078 0.188 -0.169 0.08
H 0.702434 -7.648519 2.248844 0.116 -0.335 0.144 0.10
C -0.480796 -3.308099 4.800484 0.197 0.259 -0.483 -0.06
C -0.970586 -2.036409 5.084184 -0.133 0.346 -0.204 -0.10
C -0.977076 -1.030989 4.113844 0.037 -0.361 0.087 -0.02
C -0.498016 -1.273269 2.827554 1.010 -1.154 0.245 -0.12
C -0.022786 -2.578949 2.529074 -0.152 -0.315 -0.411 -0.05
C 0.000064 -3.583119 3.532624 -0.548 0.916 -1.239 -0.01
C 0.414664 -2.953549 1.093844 0.303 0.597 1.910 -0.26
O 0.854984 -4.072159 0.902434 -0.395 0.681 -0.704 0.08
C 0.368074 -1.830099 0.082264 -0.436 0.111 -0.946 -0.06
C 0.601464 -2.173559 -1.279606 0.653 1.277 0.516 0.00
C 0.656334 -1.159079 -2.255456 -0.501 -0.628 1.361 -0.03
C 0.351474 0.161121 -1.871496 0.886 -1.154 -3.526 -0.12
C 0.110804 0.480111 -0.616716 -0.985 0.773 4.485 -0.06
C 0.073214 -0.473059 0.412474 0.540 -1.697 1.122 -0.04
C -0.287786 -0.140629 1.893384 -1.342 2.677 -0.742 -0.20
O -0.544136 1.034291 2.277454 0.979 -2.971 -1.370 0.06
H -0.445666 -4.119729 5.512114 -0.175 0.187 0.348 0.07
H -1.340436 -1.790459 6.068624 -0.058 -0.010 0.002 0.03
H -1.344506 -0.041449 4.342294 -0.010 0.071 0.133 0.10
H 0.289114 -4.589119 3.266504 0.254 0.058 -0.103 0.09
H 0.877804 -3.196819 -1.486876 -0.154 -0.085 -0.204 0.07
H 0.902064 -1.399749 -3.279216 -0.054 -0.055 -0.069 0.05
H 0.315364 0.907751 -2.650996 0.059 0.135 0.093 0.02
H -0.139336 1.467151 -0.256736 0.022 0.401 -0.436 0.11